A cluster of 3 separate species, C19H47B4N3O11 in total. Source: the OMol25 dataset; level of theory: ωB97M-V/def2-TZVPD.

Positions of all 84 atoms, in Å:
1 C -2.8943 -2.4528 0.2805
2 C -1.8560 -3.3939 -0.3112
3 O -1.8745 -3.2783 -1.7258
4 C -0.7429 -3.8460 -2.3322
5 C 0.4626 -2.8730 -2.3994
6 O 0.2339 -1.7417 -1.5596
7 B 0.1129 -0.5020 -2.0793
8 O -0.8039 0.3972 -1.5538
9 B -0.1650 1.5312 -1.0896
10 C -0.5494 2.1711 0.2894
11 C -0.5492 1.1093 1.3627
12 N 0.4639 0.6652 1.9781
13 O 0.8518 2.0616 -1.8706
14 B 1.5600 1.2104 -2.7186
15 C 2.9727 1.6139 -3.2405
16 B 4.0850 0.6090 -2.7599
17 O 3.9973 -0.7670 -2.9707
18 O 5.1997 1.1086 -2.1468
19 O 0.9950 -0.0144 -3.0394
20 H -3.0657 -1.6499 -0.4369
21 H -2.5585 -2.0229 1.2217
22 H -3.8496 -2.9584 0.4162
23 H -2.0811 -4.4298 -0.0272
24 H -0.8551 -3.1629 0.0603
25 H -1.0454 -4.1034 -3.3477
26 H -0.4329 -4.7674 -1.8293
27 H 0.6224 -2.5481 -3.4285
28 H 1.3712 -3.3687 -2.0557
29 H 0.1669 2.9449 0.5689
30 H -1.5523 2.6027 0.2418
31 H -1.5157 0.6872 1.6397
32 H 1.3137 1.1398 1.6621
33 H 3.2165 2.6125 -2.8774
34 H 2.9807 1.6246 -4.3352
35 H 3.5467 -1.2624 -2.2802
36 H 5.8491 0.4017 -2.0281
37 C 0.4632 -5.5454 1.1322
38 O 1.3437 -4.8537 0.2676
39 C 2.2755 -4.0007 0.9225
40 C 3.6872 -4.5229 0.7770
41 N 3.8762 -5.7446 1.5420
42 C 5.1455 -6.4235 1.3111
43 C 5.4313 -6.9571 -0.0878
44 O 4.6005 -8.0325 -0.4801
45 C 3.3582 -7.6727 -1.0492
46 H -0.2931 -6.0115 0.5028
47 H 0.9645 -6.3300 1.7090
48 H -0.0299 -4.8535 1.8214
49 H 2.0125 -3.8833 1.9774
50 H 2.2101 -3.0159 0.4484
51 H 4.3828 -3.7630 1.1472
52 H 3.8810 -4.6557 -0.2979
53 H 3.1194 -6.3831 1.3337
54 H 5.1950 -7.2683 2.0021
55 H 5.9554 -5.7401 1.5881
56 H 6.4492 -7.3544 -0.0824
57 H 5.4040 -6.1646 -0.8464
58 H 3.4287 -6.7347 -1.6084
59 H 2.5690 -7.5747 -0.2975
60 H 3.0704 -8.4684 -1.7360
61 C -5.4639 8.4818 -0.4658
62 O -4.1305 8.6398 -0.0293
63 C -3.9933 9.1355 1.2960
64 C -3.4268 8.0789 2.2181
65 N -4.3865 7.0089 2.4433
66 C -3.8601 5.8547 3.1610
67 C -2.7376 5.0526 2.5135
68 O -3.1222 4.3445 1.3481
69 C -3.0980 5.0937 0.1466
70 H -5.4290 8.2520 -1.5291
71 H -5.9792 7.6653 0.0526
72 H -6.0412 9.4008 -0.3239
73 H -4.9546 9.4981 1.6727
74 H -3.3007 9.9809 1.2621
75 H -3.1840 8.5430 3.1791
76 H -2.4860 7.7249 1.7729
77 H -4.7529 6.7034 1.5513
78 H -4.6932 5.1703 3.3384
79 H -3.5128 6.1917 4.1434
80 H -2.4271 4.2903 3.2327
81 H -1.8541 5.6683 2.3040
82 H -2.3194 5.8611 0.1587
83 H -4.0646 5.5653 -0.0503
84 H -2.8932 4.4005 -0.6701

Atoms 1-2, force components in eV/Å:
C -0.1 -0.1 -0.4
C 0.0 0.0 0.3

Here are the Mulliken charges for atoms 1 to 5, given in e: C -1.363; C 0.525; O -0.480; C -0.495; C -0.287


A structure of composition C19H47BBrInNO9P2. Source: the OMol25 dataset; level of theory: ωB97M-V/def2-TZVPD.

Net charge ... -1

Positions of all 81 atoms, in Å:
1 C 0.9948 -4.3485 -1.6885
2 C 2.0840 -5.3511 -1.2369
3 B 2.6269 -6.3060 -2.3988
4 O 1.7792 -6.4945 -3.5053
5 In 4.7140 -7.2130 -2.1415
6 C 6.2114 -6.5474 -3.7139
7 C 7.5063 -7.2238 -3.3709
8 N 8.1050 -7.1262 -2.2483
9 C 4.7875 -9.4573 -2.1343
10 Br 4.9358 -10.2765 -3.9312
11 C 3.6507 -10.0868 -1.3240
12 C 3.9958 -10.0376 0.1807
13 H 1.1739 -3.3968 -1.1811
14 H 1.0613 -4.1441 -2.7543
15 H -0.0042 -4.6679 -1.3965
16 H 1.7868 -5.9398 -0.3642
17 H 2.9662 -4.7822 -0.9233
18 H 1.2671 -7.2999 -3.4133
19 H 5.4303 -6.6558 -0.5810
20 H 6.3607 -5.4678 -3.6873
21 H 5.9048 -6.8806 -4.7063
22 H 7.9520 -7.8628 -4.1383
23 H 7.5661 -6.5241 -1.6240
24 H 5.7056 -9.7444 -1.6245
25 H 2.6947 -9.5952 -1.5192
26 H 3.5292 -11.1314 -1.6274
27 H 4.0306 -11.0407 0.6028
28 H 3.2923 -9.4072 0.7228
29 H 4.9799 -9.5938 0.3356
30 O -1.3369 -0.7957 -0.7309
31 P -2.0257 -0.0933 0.3696
32 O -0.9254 0.1966 1.5220
33 C 0.1539 1.0853 1.2328
34 C -0.3009 2.5326 1.1673
35 O -2.8887 -1.2653 1.0902
36 C -3.0301 -2.5567 0.4930
37 C -1.9650 -3.5139 0.9864
38 O -3.1085 1.0405 0.8523
39 C -3.8187 1.7811 -0.1587
40 C -4.6133 0.8771 -1.0826
41 H 0.6397 0.7909 0.2984
42 H 0.8806 0.9593 2.0344
43 H -0.9098 2.7093 0.2759
44 H 0.5557 3.2059 1.1229
45 H -0.9088 2.7866 2.0343
46 H -3.0198 -2.4834 -0.5942
47 H -4.0176 -2.9258 0.7771
48 H -0.9658 -3.0864 0.9145
49 H -1.9882 -4.4423 0.4144
50 H -2.1307 -3.7523 2.0387
51 H -3.1128 2.3877 -0.7342
52 H -4.4861 2.4648 0.3639
53 H -3.9515 0.2329 -1.6701
54 H -5.2099 1.4687 -1.7773
55 H -5.2740 0.2286 -0.5074
56 O -3.8895 8.0185 2.0081
57 P -2.4636 8.1646 1.6482
58 O -2.2535 7.4359 0.2162
59 C -2.9031 7.9733 -0.9356
60 C -2.2633 9.2673 -1.4079
61 O -1.7131 7.1014 2.6176
62 C -2.3997 6.4562 3.6913
63 C -2.9753 5.1261 3.2522
64 O -1.1230 9.1009 1.5875
65 C -1.2011 10.4430 2.1087
66 C -1.6074 10.4693 3.5699
67 H -3.9665 8.1217 -0.7268
68 H -2.8228 7.2167 -1.7152
69 H -2.4664 10.0833 -0.7083
70 H -2.6597 9.5586 -2.3810
71 H -1.1818 9.1593 -1.4818
72 H -3.1726 7.1049 4.1031
73 H -1.6653 6.2964 4.4825
74 H -3.5471 5.2144 2.3287
75 H -3.6235 4.7114 4.0256
76 H -2.1715 4.4149 3.0601
77 H -1.9018 11.0305 1.5079
78 H -0.2141 10.8852 1.9849
79 H -2.6276 10.0946 3.7029
80 H -1.5697 11.4864 3.9597
81 H -0.9470 9.8357 4.1616

Atoms 1-2, force components in eV/Å:
C 0.5 0.2 0.8
C 0.2 0.6 -1.0

Here are the Mulliken charges for atoms 1 to 5, given in e: C -0.812; C -0.601; B -0.155; O -0.585; In 1.038


A structure of composition C19H47Br15N8O6P2. Source: the OMol25 dataset; level of theory: ωB97M-V/def2-TZVPD.

Positions of all 97 atoms, in Å:
1 C -1.2605 -1.9655 4.7786
2 N -0.5620 -0.6876 4.6677
3 O -1.0792 0.2131 4.0130
4 O 0.4835 -0.5489 5.2843
5 H -2.0507 -1.9419 4.0346
6 H -1.6515 -2.0995 5.7836
7 H -0.5503 -2.7594 4.5677
8 C 1.9612 -1.5959 0.1235
9 N 1.6174 -2.3191 1.3798
10 O 2.3632 -2.2777 2.3202
11 O 0.5337 -2.8789 1.3767
12 H 2.9210 -1.1215 0.2870
13 H 1.1567 -0.8663 0.0487
14 H 1.9056 -2.2290 -0.7541
15 O 0.8970 -5.3011 -3.7151
16 P -0.5571 -5.0451 -3.7579
17 N -1.0945 -3.9845 -2.5794
18 C -2.4996 -3.8694 -2.2317
19 C -0.1331 -3.2779 -1.7847
20 N -1.6307 -6.3544 -3.6599
21 C -2.0727 -7.0211 -4.8545
22 C -1.4471 -7.1783 -2.4679
23 N -0.9219 -4.3526 -5.2495
24 C -0.0851 -4.6096 -6.3885
25 C -2.1511 -3.6033 -5.4904
26 H -3.1609 -4.2378 -3.0069
27 H -2.7479 -2.8555 -1.9098
28 H -2.6641 -4.4802 -1.3309
29 H 0.8451 -3.7682 -1.8753
30 H -0.3965 -3.2231 -0.7286
31 H 0.1806 -2.3047 -2.1927
32 H -2.7151 -6.3561 -5.4442
33 H -1.2825 -7.3667 -5.5278
34 H -2.7725 -7.8407 -4.6762
35 H -2.3673 -7.6561 -2.1269
36 H -0.7577 -7.9982 -2.7073
37 H -0.9941 -6.5972 -1.6660
38 H 0.9867 -4.4967 -6.1793
39 H -0.1772 -5.6184 -6.8057
40 H -0.1618 -3.8296 -7.1498
41 H -3.0114 -4.1890 -5.1459
42 H -2.2806 -3.4352 -6.5557
43 H -2.1985 -2.6545 -4.9501
44 O 1.6818 0.3843 -0.3223
45 P 0.9035 1.6028 -0.1248
46 N -0.7168 1.4511 -0.5463
47 C -1.4082 0.2202 -0.2206
48 C -1.5189 2.4659 -1.2120
49 N 1.4663 2.8831 -1.0772
50 C 1.8022 2.5767 -2.4681
51 C 2.0966 4.1101 -0.5990
52 N 0.8475 2.2015 1.4264
53 C -0.2434 3.0670 1.8623
54 C 1.6647 1.5577 2.4538
55 H -1.2018 -0.0731 0.8170
56 H -1.0815 -0.6929 -0.7383
57 H -2.4736 0.2822 -0.4329
58 H -1.7839 2.1279 -2.2240
59 H -0.9429 3.3855 -1.2645
60 H -2.4988 2.5730 -0.7364
61 H 2.3167 1.6095 -2.5436
62 H 0.8792 2.2830 -2.9948
63 H 2.3083 3.3952 -2.9620
64 H 1.7408 4.9741 -1.1620
65 H 1.8120 4.2254 0.4485
66 H 3.1875 4.0500 -0.6413
67 H -0.0168 3.4141 2.8650
68 H -0.3804 3.9125 1.1857
69 H -1.1846 2.5092 1.8964
70 H 2.7163 1.4739 2.1597
71 H 1.3582 0.5358 2.6761
72 H 1.6821 2.1577 3.3672
73 C -4.2664 -1.5686 1.4155
74 Br -5.0479 -1.3264 -0.3853
75 Br -2.6923 -2.7348 1.3587
76 Br -5.5173 -2.3815 2.6953
77 H -3.9726 -0.5959 1.7836
78 C 1.7448 8.4473 2.4649
79 Br 1.8734 9.3206 4.2292
80 Br 0.8518 6.7251 2.6580
81 Br 3.4708 8.3500 1.5231
82 H 1.0990 9.0407 1.8337
83 C 0.6782 2.9424 7.1637
84 Br -1.1682 2.3936 7.0622
85 Br 1.0802 4.1003 8.6726
86 Br 1.2813 3.6915 5.4358
87 H 1.2795 2.0735 7.3780
88 C 0.8515 10.2242 -1.3785
89 Br 2.0240 11.1335 -0.1471
90 Br -0.8103 11.2426 -1.5859
91 Br 0.4500 8.3308 -0.9764
92 H 1.3510 10.2265 -2.3359
93 C 4.7897 0.5875 5.2403
94 Br 4.7594 -1.0386 4.1325
95 Br 6.5635 0.7650 6.0163
96 Br 3.3584 0.6394 6.6075
97 H 4.5402 1.3312 4.4974

Atoms 1-2, force components in eV/Å:
C -0.4 -0.7 -0.5
N 0.7 1.5 0.5

Here are the Mulliken charges for atoms 1 to 5, given in e: C -0.578; N 0.917; O -0.475; O -0.419; H -0.013


Strongest force on any atom per entry: 1.10; 6.01; 5.03 eV/A
HOMO-LUMO gap per entry: 8.994; 5.304; 7.898 eV
E per entry: -1843.76852; -4955.86674; -40934.29978 Ha